#w
ORCA calculation (wB97M-V/def2-TZVPD) on a structure of composition C35H28AuCl2IN4OS.

XYZ file:
```
73
C35H28AuCl2IN4OS, DFT wB97M-V/def2-TZVPD
Au -1.97 0.60 -0.95
Cl -3.92 -0.87 -3.24
C -5.45 -0.33 -2.61
C -6.57 -0.84 -3.23
C -7.83 -0.46 -2.80
C -7.93 0.43 -1.74
C -6.79 0.92 -1.14
Cl -7.03 2.02 0.18
C -5.49 0.56 -1.53
S -4.14 1.30 -0.70
H -6.45 -1.53 -4.06
H -8.72 -0.85 -3.28
H -8.90 0.75 -1.38
C -0.03 0.79 -1.08
C 1.20 0.88 -1.18
C 2.54 0.99 -1.31
C 3.20 0.28 -2.40
C 4.54 -0.13 -2.31
C 5.12 -0.85 -3.34
C 4.38 -1.15 -4.47
C 3.05 -0.76 -4.58
C 2.46 -0.06 -3.55
C 3.31 1.78 -0.34
C 4.42 2.52 -0.74
C 5.10 3.31 0.17
C 4.67 3.35 1.50
C 3.56 2.62 1.90
C 2.87 1.85 0.98
H 5.11 0.09 -1.41
H 6.15 -1.17 -3.26
H 4.84 -1.72 -5.28
H 2.48 -1.01 -5.46
H 1.43 0.25 -3.61
H 4.74 2.50 -1.78
H 5.95 3.90 -0.14
H 5.21 3.96 2.21
H 3.22 2.66 2.93
H 1.99 1.30 1.28
C 0.32 -0.27 5.28
N 0.48 0.58 4.11
N -0.64 0.64 3.27
C -0.79 1.94 2.76
O -1.60 2.26 1.91
C 0.21 2.72 3.47
C 0.90 1.89 4.27
C 1.96 2.20 5.27
C -1.01 -0.53 2.56
C -2.32 -0.65 2.10
C -2.70 -1.78 1.40
C -1.79 -2.81 1.18
C -0.49 -2.68 1.63
C -0.09 -1.54 2.31
H 0.00 -1.26 4.95
H -0.42 0.14 5.97
H 1.28 -0.37 5.78
H 0.37 3.78 3.34
H 2.28 3.24 5.16
H 2.83 1.55 5.16
H 1.59 2.09 6.29
H -3.02 0.15 2.28
H -3.71 -1.85 1.03
H -2.09 -3.69 0.63
H 0.23 -3.48 1.45
H 0.94 -1.43 2.65
I 2.31 -4.40 -3.21
C 0.49 -3.50 -2.84
C -0.74 -3.86 -3.34
N -1.62 -3.00 -2.78
N -1.04 -2.11 -1.97
C 0.24 -2.41 -1.99
H -1.04 -4.64 -4.01
H -2.61 -2.94 -2.93
H 0.94 -1.84 -1.40
```

## Properties
Highest occupied orbital energy (spin up / spin down) = -6.90 / -6.91 eV
HOMO-LUMO gap (spin up / spin down) = 4.770 / 4.771 eV
LUMO level (spin up / spin down) = -0.0784 / -0.0784 hartree
Spin multiplicity = 1

=====

#x
ORCA calculation (wB97M-V/def2-TZVPD) on a structure of composition C35H28AuCl2IN4OS.

XYZ file:
```
73
C35H28AuCl2IN4OS, DFT wB97M-V/def2-TZVPD
Au -1.80 -0.25 0.29
Cl -3.93 1.60 0.09
C -5.35 0.60 0.18
C -6.57 1.24 0.04
C -7.74 0.50 0.10
C -7.69 -0.86 0.32
C -6.47 -1.49 0.46
Cl -6.44 -3.18 0.76
C -5.26 -0.78 0.40
S -3.78 -1.66 0.63
H -6.59 2.30 -0.12
H -8.69 1.00 -0.02
H -8.60 -1.45 0.38
C -0.30 -0.27 -0.96
C 0.62 -0.15 -1.74
C 1.65 -0.14 -2.69
C 2.11 -1.40 -3.19
C 3.33 -1.52 -3.89
C 3.75 -2.75 -4.37
C 3.00 -3.89 -4.14
C 1.81 -3.79 -3.42
C 1.38 -2.57 -2.95
C 2.17 1.15 -3.10
C 2.60 1.40 -4.42
C 3.06 2.64 -4.79
C 3.10 3.68 -3.87
C 2.66 3.46 -2.57
C 2.19 2.22 -2.19
H 3.95 -0.65 -4.03
H 4.68 -2.82 -4.91
H 3.34 -4.85 -4.50
H 1.23 -4.68 -3.23
H 0.46 -2.50 -2.39
H 2.54 0.61 -5.15
H 3.38 2.82 -5.81
H 3.47 4.65 -4.16
H 2.67 4.27 -1.85
H 1.86 2.04 -1.18
C 1.80 2.81 4.37
N 1.39 2.73 3.00
N 0.28 1.96 2.66
C -0.27 2.44 1.48
O -1.25 1.96 0.92
C 0.52 3.58 1.13
C 1.48 3.74 2.09
C 2.52 4.79 2.21
C 0.14 0.63 3.09
C -1.14 0.13 3.29
C -1.31 -1.21 3.60
C -0.20 -2.04 3.74
C 1.07 -1.52 3.57
C 1.25 -0.19 3.24
H 1.67 1.84 4.85
H 1.21 3.55 4.93
H 2.85 3.09 4.42
H 0.37 4.17 0.25
H 2.61 5.32 1.26
H 3.48 4.35 2.46
H 2.27 5.51 2.98
H -1.99 0.79 3.21
H -2.30 -1.61 3.72
H -0.33 -3.09 3.95
H 1.93 -2.17 3.67
H 2.24 0.20 3.06
I 2.15 -5.70 -0.07
C 0.52 -4.47 0.36
C -0.81 -4.83 0.42
N -1.48 -3.72 0.75
N -0.68 -2.67 0.88
C 0.55 -3.10 0.65
H -1.28 -5.78 0.27
H -2.48 -3.59 0.86
H 1.39 -2.44 0.70
```

## Properties
Highest occupied orbital energy (spin up / spin down) = -6.41 / -6.41 eV
HOMO-LUMO gap (spin up / spin down) = 4.351 / 4.352 eV
LUMO level (spin up / spin down) = -0.0756 / -0.0756 hartree
Spin multiplicity = 1

=====

Sorted by energy, starting with the most stable: #w, #x.

=====

#w
ORCA calculation (wB97M-V/def2-TZVPD) on an isolated molecule of C4H7ClFN.

XYZ file:
```
14
C4H7ClFN, DFT wB97M-V/def2-TZVPD
N -1.19 -1.25 -0.54
C 0.03 -0.89 0.14
C -0.34 0.27 1.16
C 0.23 1.25 0.14
F -0.81 1.70 -0.72
C 0.99 0.13 -0.64
Cl 2.70 0.06 -0.19
H -1.53 -0.46 -1.01
H -1.12 -2.09 -1.14
H 0.57 -1.74 0.65
H 0.13 0.15 2.16
H -1.40 0.57 1.20
H 0.80 2.12 0.44
H 0.95 0.19 -1.66
```

## Properties
Highest occupied orbital energy = -9.37 eV
HOMO-LUMO gap = 10.403 eV
LUMO level = 0.0379 hartree
Spin multiplicity = 1
Structure (SMILES) = N[C@@H]1C[C@H](F)[C@H]1Cl

=====

#x
ORCA calculation (wB97M-V/def2-TZVPD) on an isolated molecule of C4H7ClFN.

XYZ file:
```
14
C4H7ClFN, DFT wB97M-V/def2-TZVPD
N -1.08 1.55 0.26
C -0.36 0.92 -0.90
C -0.57 -0.56 -1.16
C -0.54 -1.53 -0.30
Cl -0.33 -1.35 1.43
C 1.10 1.33 -1.03
F 1.84 0.64 0.00
H -1.11 2.59 0.09
H -0.56 1.33 1.20
H -0.85 1.45 -1.66
H -0.66 -0.88 -2.09
H -0.94 -2.52 -0.49
H 1.23 2.43 -0.97
H 1.67 1.02 -1.99
```

## Properties
Highest occupied orbital energy = -9.56 eV
HOMO-LUMO gap = 10.426 eV
LUMO level = 0.0317 hartree
Spin multiplicity = 1
Structure (SMILES) = N[C@H](/C=C\Cl)CF

=====

Sorted by energy, starting with the most stable: #w, #x.

=====

#w
ORCA calculation (wB97M-V/def2-TZVPD) on a cluster of 2 separate species, CH5N2O2Si in total.

XYZ file:
```
11
CH5N2O2Si, DFT wB97M-V/def2-TZVPD
C -0.71 0.78 -2.61
N -1.00 -0.22 -3.55
N -0.11 0.54 -3.93
O 0.11 0.48 0.11
O -1.70 -1.18 -3.83
Si 0.81 -0.82 0.64
H -1.41 1.58 -2.62
H -0.28 0.35 -1.71
H 1.81 -1.06 -0.44
H 1.33 -0.64 2.13
H -0.08 -2.14 0.79
```

## Properties
Highest occupied orbital energy = -4.19 eV
HOMO-LUMO gap = 8.301 eV
LUMO level = 0.1510 hartree
Net charge = -1
Spin multiplicity = 1

=====

#x
ORCA calculation (wB97M-V/def2-TZVPD) on the ion CH5N2O2Si with charge -1.

XYZ file:
```
11
CH5N2O2Si, DFT wB97M-V/def2-TZVPD
C 1.47 -0.32 0.14
N 1.00 -0.68 1.43
N 0.12 -0.07 0.13
O -0.67 -0.98 -0.56
O 0.99 0.17 2.39
Si -1.52 0.43 -0.59
H 2.01 0.60 -0.09
H 1.87 -1.17 -0.40
H -2.21 0.88 0.65
H -0.64 1.21 -1.42
H -2.41 -0.08 -1.66
```

## Properties
Highest occupied orbital energy = -3.00 eV
HOMO-LUMO gap = 7.055 eV
LUMO level = 0.1491 hartree
Net charge = -1
Spin multiplicity = 1

=====

Sorted by energy, starting with the most stable: #w, #x.

=====

#w
ORCA calculation (wB97M-V/def2-TZVPD) on an isolated molecule of CH4O4S.

XYZ file:
```
10
CH4O4S, DFT wB97M-V/def2-TZVPD
C 1.20 -0.22 -0.96
O 0.06 0.58 -0.51
S -0.82 -0.16 0.62
O -0.06 -0.26 1.83
O -1.52 -1.25 0.05
O -1.88 0.98 0.80
H 1.92 -0.46 -0.15
H 0.84 -1.17 -1.40
H 1.80 0.32 -1.70
H -1.55 1.64 1.41
```

## Properties
Highest occupied orbital energy = -11.44 eV
HOMO-LUMO gap = 11.968 eV
LUMO level = 0.0193 hartree
Spin multiplicity = 1
Structure (SMILES) = COS(=O)(=O)O

=====

#x
ORCA calculation (wB97M-V/def2-TZVPD) on a cluster of 2 separate species, CH4O4S in total.

XYZ file:
```
10
CH4O4S, DFT wB97M-V/def2-TZVPD
C -3.16 -1.20 -0.06
O -1.35 2.04 0.58
O 4.51 0.51 0.33
O -2.65 -0.09 0.41
O 3.25 0.30 -0.35
S -1.50 0.95 -0.36
H -2.74 -1.73 -1.05
H 2.55 0.16 0.31
H -3.95 -1.70 0.63
H 5.04 0.76 -0.44
```

## Properties
Highest occupied orbital energy (spin up / spin down) = -7.74 / -8.89 eV
HOMO-LUMO gap (spin up / spin down) = 6.519 / 9.152 eV
LUMO level (spin up / spin down) = -0.0449 / 0.0097 hartree
Spin multiplicity = 1

=====

Sorted by energy, starting with the most stable: #w, #x.